Entry from the Open Molecules 2025 dataset: a molecular structure, C19H25N4STc at a distorted geometry (the ωB97M-V functional and the def2-TZVPD basis).

Geometry (Å):
1 Tc 0.689 0.298 -0.131
2 C -5.082 2.324 -2.241
3 C -3.870 2.595 -1.364
4 N -3.478 1.371 -0.641
5 C -2.298 0.819 -0.582
6 S -0.875 1.470 -1.375
7 N -2.232 -0.383 0.068
8 N -0.991 -0.862 0.078
9 C -0.862 -2.190 0.134
10 C -1.953 -3.105 0.505
11 C 0.430 -2.642 -0.365
12 C 0.755 -3.973 -0.526
13 C 1.937 -4.309 -1.195
14 C 2.732 -3.296 -1.685
15 C 2.355 -1.967 -1.468
16 N 1.244 -1.642 -0.820
17 H -5.371 3.252 -2.733
18 H -5.934 1.987 -1.650
19 H -4.861 1.584 -3.009
20 H -4.095 3.352 -0.609
21 H -3.014 2.934 -1.945
22 H -4.228 0.863 -0.176
23 H -2.810 -2.575 0.906
24 H -1.582 -3.827 1.239
25 H -2.268 -3.685 -0.369
26 H 0.095 -4.747 -0.159
27 H 2.207 -5.347 -1.339
28 H 3.639 -3.506 -2.235
29 H 2.967 -1.153 -1.835
30 C 1.145 -0.914 3.093
31 C 1.431 0.158 2.086
32 C 0.562 1.287 1.962
33 C 0.863 2.371 1.118
34 C 0.053 3.620 1.131
35 C 1.951 2.211 0.215
36 C 2.861 1.136 0.325
37 C 4.099 1.095 -0.519
38 C 2.583 0.130 1.283
39 H 1.537 -0.599 4.064
40 H 1.633 -1.853 2.835
41 H 0.074 -1.074 3.218
42 H -0.325 1.334 2.583
43 H 0.578 4.343 1.764
44 H -0.935 3.465 1.561
45 H -0.032 4.062 0.139
46 H 2.129 2.980 -0.529
47 H 4.792 1.857 -0.151
48 H 3.891 1.336 -1.562
49 H 4.606 0.135 -0.452
50 H 3.256 -0.717 1.358

Max |F| ... 2.845 eV/A
Net charge ... +3
Multiplicity ... 2
⟨S²⟩ ... 0.772
Lowest unoccupied orbital energy (alpha / beta) ... -13.59 / -13.42 eV
Gap between HOMO and LUMO (alpha / beta) ... 4.45 / 4.85 eV

Entry from the Open Molecules 2025 dataset: 6 unconnected molecules or ions with the total composition C37H39F40N3O12 at a distorted geometry (the ωB97M-V functional and the def2-TZVPD basis).

Geometry (Å):
1 C 4.589 1.116 5.817
2 C 3.010 1.217 6.355
3 C 2.778 2.087 7.724
4 N 2.060 0.536 5.637
5 C 0.742 1.272 5.567
6 C 0.692 2.857 5.152
7 C 1.166 3.193 3.619
8 C 2.755 2.919 3.325
9 N 3.239 3.345 1.956
10 O -0.169 1.230 6.758
11 C -0.632 -0.190 6.902
12 O -0.933 -0.651 8.122
13 C -0.631 -0.987 5.432
14 C 0.374 -2.238 5.757
15 C 1.512 -2.541 4.618
16 O 1.297 -2.976 3.370
17 O 2.936 -2.363 5.030
18 C -0.123 0.286 4.536
19 O -1.420 0.994 4.276
20 O 0.369 0.092 3.165
21 N -0.568 -0.679 2.539
22 O -0.632 -0.315 1.355
23 H 4.745 1.591 4.759
24 H 4.858 -0.036 5.779
25 H 5.291 1.710 6.563
26 H 2.678 3.257 7.541
27 H 3.704 1.926 8.456
28 H 1.832 1.728 8.357
29 H -0.443 3.216 5.235
30 H 1.288 3.572 5.889
31 H 0.537 2.669 2.778
32 H 0.990 4.364 3.468
33 H 3.013 1.759 3.430
34 H 3.390 3.542 4.120
35 H 2.992 2.568 1.286
36 H 4.297 3.378 2.052
37 H -1.771 -1.271 5.301
38 H 0.879 -2.174 6.835
39 H -0.313 -3.213 5.809
40 H 3.411 -3.264 4.957
41 H -1.302 1.659 3.525
42 F -6.238 1.546 1.370
43 C -5.066 2.014 0.890
44 F -5.386 2.908 -0.087
45 C -4.164 0.918 0.335
46 F -4.699 0.347 -0.777
47 F -2.993 1.501 -0.077
48 C -3.791 -0.188 1.335
49 O -4.604 -1.368 1.316
50 C -5.831 -1.275 2.034
51 F -5.784 -0.191 2.847
52 F -5.862 -2.356 2.862
53 C -7.067 -1.293 1.124
54 F -6.997 -0.346 0.155
55 F -8.200 -1.040 1.832
56 H -4.565 2.571 1.688
57 H -2.793 -0.543 1.046
58 H -3.658 0.197 2.353
59 H -7.178 -2.264 0.634
60 F 1.263 -1.358 -3.541
61 C 1.898 -2.421 -4.078
62 F 0.929 -3.207 -4.624
63 C 2.714 -3.209 -3.059
64 F 1.915 -3.813 -2.140
65 F 3.347 -4.229 -3.722
66 C 3.798 -2.404 -2.328
67 O 3.438 -1.856 -1.054
68 C 2.706 -0.634 -1.100
69 F 2.812 -0.105 -2.343
70 F 3.364 0.227 -0.276
71 C 1.252 -0.781 -0.630
72 F 0.600 -1.765 -1.299
73 F 0.550 0.363 -0.843
74 H 2.529 -2.067 -4.899
75 H 4.607 -3.110 -2.098
76 H 4.268 -1.653 -2.974
77 H 1.208 -1.018 0.436
78 F -1.656 0.736 -8.111
79 C -2.977 0.999 -8.201
80 F -3.135 2.290 -7.796
81 C -3.833 0.065 -7.351
82 F -3.612 0.256 -6.023
83 F -5.148 0.393 -7.556
84 C -3.684 -1.429 -7.674
85 O -2.753 -2.167 -6.873
86 C -1.387 -2.052 -7.264
87 F -1.330 -1.531 -8.513
88 F -0.922 -3.327 -7.375
89 C -0.530 -1.282 -6.249
90 F -1.058 -0.066 -5.959
91 F 0.719 -1.056 -6.734
92 H -3.269 0.951 -9.254
93 H -4.655 -1.892 -7.453
94 H -3.533 -1.613 -8.744
95 H -0.440 -1.837 -5.312
96 F -3.730 5.564 -12.856
97 C -3.547 4.365 -12.265
98 F -4.302 3.476 -12.969
99 C -3.946 4.354 -10.793
100 F -5.285 4.527 -10.637
101 F -3.675 3.108 -10.289
102 C -3.204 5.370 -9.910
103 O -3.860 6.624 -9.690
104 C -3.712 7.581 -10.735
105 F -2.702 7.190 -11.550
106 F -3.280 8.725 -10.137
107 C -5.020 7.861 -11.489
108 F -5.593 6.721 -11.949
109 F -4.801 8.651 -12.574
110 H -2.500 4.073 -12.391
111 H -3.139 4.921 -8.909
112 H -2.160 5.505 -10.215
113 H -5.745 8.361 -10.841
114 F 5.376 -4.160 7.077
115 C 4.951 -5.282 6.460
116 F 3.738 -4.981 5.919
117 C 4.833 -6.476 7.402
118 F 3.852 -6.289 8.324
119 F 4.441 -7.562 6.661
120 C 6.132 -6.866 8.124
121 O 6.319 -6.327 9.438
122 C 6.815 -4.993 9.486
123 F 7.310 -4.664 8.267
124 F 7.889 -5.023 10.323
125 C 5.786 -3.982 10.011
126 F 4.618 -4.044 9.323
127 F 6.243 -2.708 9.887
128 H 5.631 -5.500 5.631
129 H 6.084 -7.952 8.283
130 H 7.019 -6.722 7.497
131 H 5.561 -4.165 11.065

Max |F| ... 9.025 eV/A
Net charge ... 0
Multiplicity ... 1
Lowest unoccupied orbital energy ... -0.79 eV
Gap between HOMO and LUMO ... 8.70 eV

Entry from the Open Molecules 2025 dataset: a molecular structure, C27H33Br2Cl3F6GeInN4O4PS2 (the ωB97M-V functional and the def2-TZVPD basis).

Geometry (Å):
1 In 0.141 0.153 0.656
2 Br 0.182 -6.395 -1.749
3 C -0.037 -4.742 -0.904
4 C -0.955 -3.823 -1.385
5 C -1.025 -2.601 -0.754
6 N -0.280 -2.257 0.306
7 C 0.561 -3.182 0.802
8 C 0.721 -4.426 0.207
9 C 1.325 -2.845 2.036
10 C 1.877 -3.850 2.814
11 C 2.604 -3.490 3.940
12 Br 3.375 -4.816 5.010
13 C 2.751 -2.153 4.256
14 C 2.139 -1.224 3.432
15 N 1.425 -1.551 2.353
16 H -1.582 -4.040 -2.237
17 H -1.700 -1.846 -1.129
18 H 1.446 -5.130 0.581
19 H 1.736 -4.892 2.576
20 H 3.320 -1.831 5.115
21 H 2.236 -0.167 3.639
22 F 3.212 5.014 2.170
23 C 3.227 3.691 2.114
24 F 3.235 3.313 0.840
25 F 4.309 3.241 2.732
26 S 1.719 3.014 2.962
27 O 1.525 1.697 2.351
28 O 2.004 3.079 4.356
29 N 0.608 4.041 2.529
30 S -0.414 3.645 1.407
31 O 0.112 2.941 0.246
32 O -1.600 3.030 1.963
33 C -0.937 5.321 0.854
34 F -1.345 6.038 1.882
35 F 0.061 5.935 0.242
36 F -1.947 5.152 -0.001
37 C -0.090 1.173 -6.398
38 C 0.203 0.463 -5.104
39 C 1.153 -0.564 -5.053
40 C 1.454 -1.244 -3.872
41 C 2.490 -2.332 -3.892
42 C 0.788 -0.878 -2.722
43 C -0.208 0.139 -2.712
44 C -0.467 0.800 -3.955
45 N -0.895 0.350 -1.572
46 C -2.243 1.000 -1.647
47 C -2.874 0.809 -0.289
48 C -3.168 0.276 -2.643
49 C -2.156 2.517 -1.901
50 H 0.662 0.948 -7.151
51 H -0.117 2.252 -6.255
52 H -1.060 0.868 -6.794
53 H 1.672 -0.844 -5.962
54 H 2.719 -2.624 -4.916
55 H 2.158 -3.216 -3.348
56 H 3.412 -1.990 -3.421
57 H 0.963 -1.434 -1.815
58 H -1.161 1.615 -4.002
59 H -2.844 -0.248 -0.007
60 H -3.920 1.116 -0.306
61 H -2.376 1.419 0.459
62 H -3.477 -0.690 -2.237
63 H -2.730 0.099 -3.619
64 H -4.070 0.873 -2.781
65 H -1.350 2.951 -1.317
66 H -3.092 2.979 -1.584
67 H -2.000 2.786 -2.939
68 C -3.185 0.458 2.728
69 P -1.461 -0.107 2.717
70 C -0.770 0.656 4.200
71 C -1.672 -1.855 3.147
72 H -3.534 0.356 3.757
73 H -3.800 -0.172 2.089
74 H -3.273 1.490 2.422
75 H -1.427 0.412 5.038
76 H -0.734 1.735 4.081
77 H 0.230 0.289 4.407
78 H -2.418 -1.912 3.940
79 H -0.740 -2.284 3.505
80 H -2.020 -2.427 2.291
81 Cl 3.204 1.290 -1.720
82 Ge 2.698 0.116 0.007
83 Cl 3.266 -1.943 -0.506
84 Cl 4.235 0.482 1.444

Max |F| ... 0.829 eV/A
Net charge ... +1
Energy relative to the best compared isomer or geometry (same formula, charge and spin) ... 0.423 eV
Multiplicity ... 2
⟨S²⟩ ... 0.792
Lowest unoccupied orbital energy (alpha / beta) ... -3.61 / -4.82 eV
Gap between HOMO and LUMO (alpha / beta) ... 7.72 / 7.10 eV

Entry from the Open Molecules 2025 dataset: a molecular structure, C22H27CuF24NaO6 at a distorted geometry (the ωB97M-V functional and the def2-TZVPD basis).

Geometry (Å):
1 Na 5.777 -3.592 1.645
2 Cu 2.604 -5.982 -5.056
3 O 0.516 -1.066 -1.636
4 C 1.624 -1.601 -1.115
5 O 2.007 -2.695 -1.504
6 O 2.169 -1.040 -0.216
7 H 0.528 -0.288 -1.073
8 C 4.292 3.567 5.738
9 C 5.527 4.271 5.076
10 C 6.868 3.502 5.366
11 F 6.774 2.170 5.359
12 F 7.868 3.755 4.580
13 F 5.264 4.379 3.735
14 F 5.553 5.500 5.525
15 O 4.392 3.459 7.156
16 C 3.143 3.221 7.855
17 C 3.596 2.831 9.261
18 F 2.611 2.633 10.113
19 F 4.478 1.783 9.263
20 F 2.435 4.363 7.740
21 F 2.435 2.234 7.275
22 H 4.340 2.512 5.466
23 H 3.450 4.167 5.393
24 H 7.291 3.729 6.344
25 H 4.157 3.725 9.534
26 C -1.513 -7.834 1.102
27 C -0.795 -9.037 1.828
28 C 0.573 -9.456 1.221
29 F 1.315 -8.318 1.277
30 F 1.275 -10.441 1.781
31 F -0.573 -8.730 3.120
32 F -1.590 -10.090 1.715
33 O -1.498 -8.099 -0.302
34 C -2.624 -7.554 -0.997
35 C -2.713 -8.159 -2.407
36 F -3.679 -7.644 -3.211
37 F -1.526 -8.017 -3.046
38 F -3.714 -7.779 -0.284
39 F -2.435 -6.256 -1.000
40 H -0.940 -6.918 1.245
41 H -2.454 -7.666 1.627
42 H 0.405 -9.644 0.161
43 H -2.950 -9.213 -2.264
44 C -3.011 -0.025 -8.526
45 C -4.230 -0.693 -7.837
46 C -4.110 -0.574 -6.304
47 F -3.783 0.635 -5.800
48 F -5.236 -0.943 -5.722
49 F -5.308 -0.119 -8.359
50 F -4.376 -2.002 -8.124
51 O -1.785 -0.390 -7.929
52 C -0.628 0.259 -8.413
53 C 0.511 -0.111 -7.462
54 F 0.556 -1.398 -7.161
55 F 1.757 0.283 -7.897
56 F -0.484 -0.260 -9.593
57 F -0.760 1.573 -8.561
58 H -3.054 1.063 -8.490
59 H -2.990 -0.359 -9.564
60 H -3.274 -1.174 -5.945
61 H 0.258 0.435 -6.553
62 C -0.420 7.362 -0.189
63 C -1.784 7.294 0.597
64 C -1.786 6.098 1.603
65 C -1.762 4.744 0.835
66 C -1.750 3.511 1.732
67 C -2.811 3.668 2.827
68 H -0.329 6.592 -0.954
69 H 0.401 7.260 0.521
70 H -0.392 8.307 -0.732
71 H -1.923 8.228 1.140
72 H -2.577 7.185 -0.142
73 H -2.580 6.169 2.346
74 H -0.888 6.206 2.211
75 H -2.677 4.754 0.244
76 H -0.923 4.681 0.141
77 H -2.052 2.651 1.133
78 H -0.764 3.396 2.182
79 H -3.730 4.005 2.347
80 H -3.067 2.735 3.329
81 H -2.502 4.270 3.681

Max |F| ... 5.359 eV/A
Net charge ... +1
Multiplicity ... 1
Lowest unoccupied orbital energy ... -6.58 eV
Gap between HOMO and LUMO ... 2.74 eV

Entry from the Open Molecules 2025 dataset: 12 unconnected molecules or ions with the total composition C28H74N4O14 at a distorted geometry (the ωB97M-V functional and the def2-TZVPD basis).

Geometry (Å):
1 C -2.540 -1.949 2.871
2 C -2.596 -2.190 4.383
3 O -2.244 -1.281 5.166
4 O -2.995 -3.293 4.784
5 H -2.781 -2.867 2.230
6 H -1.508 -1.689 2.601
7 H -3.267 -1.199 2.543
8 C -0.471 -0.079 0.641
9 C 0.214 -0.276 -0.641
10 O 0.022 0.511 -1.611
11 O 0.926 -1.288 -0.710
12 H 0.045 -0.437 1.476
13 H -1.434 -0.638 0.553
14 H -0.699 0.929 0.683
15 C 2.004 -1.841 2.607
16 O 1.517 -2.546 1.498
17 H 2.405 -2.529 3.330
18 H 1.149 -1.488 3.146
19 H 2.778 -1.055 2.436
20 H 1.305 -1.928 0.760
21 C 0.588 -1.457 -4.392
22 O 0.932 -1.718 -5.687
23 N -0.231 -0.491 -4.110
24 N 1.010 -2.065 -3.355
25 H -0.541 0.134 -4.898
26 H -0.379 -0.076 -3.123
27 H 1.661 -2.826 -3.350
28 H 0.804 -1.771 -2.385
29 C 0.744 3.237 -3.828
30 O 1.469 4.181 -4.541
31 N 1.355 2.428 -2.972
32 N -0.556 3.083 -3.878
33 H 2.384 2.434 -3.060
34 H 0.939 1.694 -2.393
35 H -1.101 3.712 -4.435
36 H -1.057 2.320 -3.356
37 C -3.440 3.448 -1.496
38 C -3.020 2.060 -1.097
39 C -4.260 1.246 -0.791
40 O -2.317 1.481 -1.997
41 H -3.524 4.110 -0.651
42 H -4.385 3.316 -2.011
43 H -2.744 3.928 -2.150
44 H -2.430 2.050 -0.187
45 H -4.058 0.190 -0.521
46 H -4.957 1.195 -1.666
47 H -4.748 1.651 0.076
48 H -1.552 0.937 -1.657
49 C -2.728 1.370 2.589
50 C -3.809 2.438 2.653
51 C -3.599 3.078 3.999
52 O -3.683 3.285 1.743
53 H -2.850 0.775 1.711
54 H -2.770 0.601 3.365
55 H -1.739 1.734 2.425
56 H -4.819 2.021 2.672
57 H -2.622 3.497 3.987
58 H -3.646 2.376 4.754
59 H -4.318 3.819 4.294
60 H -4.515 3.779 1.661
61 C 2.081 3.398 2.494
62 C 2.440 2.031 1.927
63 C 2.466 2.000 0.370
64 O 3.544 1.573 2.383
65 H 1.147 3.685 2.096
66 H 2.838 4.163 2.186
67 H 2.038 3.516 3.618
68 H 1.681 1.242 2.255
69 H 1.492 2.287 -0.063
70 H 2.634 0.930 0.093
71 H 3.281 2.575 -0.183
72 H 3.712 0.708 1.986
73 C 1.512 -4.386 -1.370
74 C 2.879 -3.930 -0.930
75 C 4.092 -4.616 -1.706
76 O 3.117 -2.762 -1.208
77 H 0.644 -3.790 -1.056
78 H 1.443 -5.302 -0.860
79 H 1.534 -4.465 -2.407
80 H 3.037 -4.064 0.113
81 H 5.078 -4.297 -1.367
82 H 4.138 -4.366 -2.795
83 H 4.005 -5.682 -1.677
84 H 2.415 -2.208 -0.904
85 C -2.053 -3.530 -2.843
86 C -3.180 -3.412 -1.934
87 C -2.746 -2.311 -0.882
88 O -4.239 -3.114 -2.485
89 H -1.929 -2.754 -3.596
90 H -1.989 -4.565 -3.263
91 H -1.129 -3.487 -2.252
92 H -3.440 -4.293 -1.320
93 H -2.441 -1.379 -1.290
94 H -1.856 -2.636 -0.337
95 H -3.457 -2.048 -0.147
96 H -4.130 -2.228 -2.764
97 C 1.758 1.294 5.443
98 C 0.301 1.081 5.255
99 C -0.533 2.351 5.089
100 O -0.082 0.493 4.240
101 H 2.285 1.628 4.611
102 H 2.305 0.434 5.830
103 H 2.019 2.036 6.173
104 H -0.063 0.587 6.139
105 H -0.282 3.048 5.882
106 H -1.547 1.980 5.217
107 H -0.345 2.917 4.203
108 H -0.944 0.137 4.476
109 C 4.291 -0.972 -4.412
110 C 3.643 0.266 -3.799
111 C 3.858 0.238 -2.278
112 O 3.938 1.398 -4.241
113 H 3.809 -1.765 -3.916
114 H 5.339 -0.953 -4.178
115 H 4.125 -0.986 -5.476
116 H 2.564 0.067 -3.914
117 H 3.539 1.139 -1.870
118 H 4.911 0.248 -2.006
119 H 3.235 -0.569 -1.828
120 H 3.899 1.348 -5.208

Max |F| ... 11.497 eV/A
Net charge ... -2
Multiplicity ... 1
Lowest unoccupied orbital energy ... 3.89 eV
Gap between HOMO and LUMO ... 6.93 eV